21
Properties=species:S:1:pos:R:3:forces:R:3 method="wB97M-V/def2-TZVPD" smiles="C=CC=C=C(C)COSN" orbital_gap_ev=9.5 total_charge=0 e_above_lowest_kj_mol=345.7 max_force_ev_per_a=4.37
S -2.699275 0.540468 -1.697811 0.913 0.644 -0.378
O -1.281810 1.516459 -2.063478 -2.987 -1.425 -0.888
N -2.493773 -1.025425 -2.161469 1.585 -0.318 2.702
C 1.981328 -1.366507 1.466840 -2.441 3.095 -0.674
C 2.474409 -2.559583 1.618985 0.648 -0.939 0.010
C -0.004878 -0.021617 0.689560 1.720 -1.150 -0.015
C -0.155480 1.131770 0.097364 -2.046 1.771 1.117
C -0.108641 1.360641 -1.400225 3.533 -2.370 0.999
C -0.651218 2.350607 0.900797 -0.121 -0.465 -0.022
C 0.520149 -1.128047 1.208432 -0.489 -0.721 -0.825
H -0.564853 2.154392 1.996669 0.331 0.523 -0.864
H -2.426529 -1.298882 -3.107068 0.029 0.002 -1.140
H 2.053424 -3.545345 1.487397 -0.848 0.283 0.140
H -0.073802 -2.063735 1.315529 0.045 0.931 0.065
H 0.385500 2.269076 -1.733516 0.716 0.192 0.728
H -1.833329 -1.553262 -1.524232 -1.192 0.654 -1.229
H 2.512093 -0.374976 1.448443 0.128 -1.466 0.397
H 0.652745 0.475165 -1.613343 -1.808 1.217 -1.077
H -1.737519 2.567143 0.735996 0.899 -0.173 -0.238
H -0.032630 3.174270 0.480071 -0.558 -0.077 0.939
H 3.484089 -2.602610 1.855060 1.942 -0.208 0.252